{"formula": "C3H7FN2O", "method": "ωB97M-V/def2-TZVPD", "e_lumo_ha": 0.0164, "homo_lumo_gap_ev": 10.029, "total_charge": 0, "e_homo_ev": -9.58, "e_tot_ha": -402.90673, "symbols": ["C", "C", "C", "H", "H", "H", "H", "H", "H", "H", "N", "N", "O", "F"], "coordinates": [[0.188, -0.218, -0.125], [-1.379, -0.345, 0.172], [0.376, 1.352, 0.213], [2.465, 0.621, -0.146], [3.010, -1.092, -0.408], [-1.847, 0.391, -0.587], [-1.703, -0.122, 1.329], [-0.677, -2.175, -0.412], [1.479, 1.969, -0.278], [0.632, 1.457, 1.321], [2.228, -0.529, 0.123], [1.043, -1.125, -0.127], [-1.734, -1.743, -0.027], [-0.832, 2.194, -0.238]], "mulliken_charge": [0.4624, -0.1962, -0.4958, 0.2039, 0.2691, 0.2445, 0.2500, 0.3936, 0.2277, 0.3755, -0.5675, -0.2791, -0.5653, -0.3229]}

{"formula": "C3H7FN3", "method": "ωB97M-V/def2-TZVPD", "e_lumo_ha": -0.1934, "homo_lumo_gap_ev": 9.335, "total_charge": 1, "smiles": "C[C@@H](F)/N=N\\C=[NH2+]", "e_homo_ev": -14.60, "e_tot_ha": -382.28524, "symbols": ["C", "C", "F", "N", "N", "C", "N", "H", "H", "H", "H", "H", "H", "H"], "coordinates": [[2.423, -0.299, -0.323], [1.320, 0.240, 0.512], [0.750, 1.443, 0.166], [0.216, -0.778, 0.514], [-0.883, -0.611, 0.077], [-1.923, -0.086, -0.397], [-3.056, 0.345, 0.143], [2.923, -1.157, 0.159], [3.127, 0.546, -0.294], [2.211, -0.479, -1.276], [1.742, 0.484, 1.492], [-1.774, -0.184, -1.535], [-3.866, 0.255, -0.409], [-3.210, 0.281, 1.172]], "mulliken_charge": [-1.1446, 0.4302, -0.2844, -0.4894, 0.4572, 0.1681, -0.3397, 0.3343, 0.3284, 0.4146, 0.2823, 0.2871, 0.2796, 0.2764]}

{"formula": "C3H7FNO4S2", "method": "ωB97M-V/def2-TZVPD", "e_lumo_ha": 0.1269, "homo_lumo_gap_ev": 8.157, "total_charge": -1, "e_homo_ev": -4.70, "e_tot_ha": -1370.44287, "symbols": ["F", "S", "C", "C", "O", "O", "H", "H", "H", "C", "S", "N", "O", "O", "H", "H", "H", "H"], "coordinates": [[-2.090, 3.259, 1.486], [-2.250, 1.640, 1.395], [-1.683, 1.470, -0.263], [-1.151, 0.288, -0.676], [-1.391, 1.081, 2.379], [-3.650, 1.351, 1.419], [-1.486, 2.459, -0.726], [-0.786, 0.246, -1.699], [-1.353, -0.669, -0.125], [2.061, -1.895, 0.444], [1.576, -1.165, -1.124], [0.823, 0.155, -0.636], [2.801, -1.071, -1.870], [0.522, -2.090, -1.735], [2.338, -2.938, 0.297], [2.943, -1.323, 0.762], [1.263, -1.790, 1.183], [1.514, 0.992, -0.510]], "mulliken_charge": [-0.2905, 1.0712, -0.4239, -0.3645, -0.5507, -0.5805, 0.3455, 0.2832, 0.1968, -0.8351, 0.9954, -0.4698, -0.6519, -0.7030, 0.2822, 0.2887, 0.2491, 0.1580]}

{"formula": "C3H7FO", "method": "ωB97M-V/def2-TZVPD", "e_lumo_ha": [0.0348, 0.0306], "homo_lumo_gap_ev": [8.954, 8.435], "total_charge": 0, "e_homo_ev": [-8.01, -7.60], "e_tot_ha": -293.44121, "symbols": ["C", "C", "C", "O", "F", "H", "H", "H", "H", "H", "H", "H"], "coordinates": [[-1.537, 0.393, 0.222], [1.624, -0.021, -0.383], [-0.734, -0.826, 0.579], [2.642, -0.526, 0.381], [-0.740, -1.873, -0.379], [-2.201, 0.082, -0.546], [-0.795, 1.081, -0.225], [-2.182, 0.702, 1.072], [1.166, -0.800, -1.133], [1.668, 1.069, -0.394], [-0.576, -1.103, 1.660], [2.350, -1.314, 0.799]], "mulliken_charge": [-0.5831, -0.4805, -0.1694, -0.4854, -0.2913, 0.2627, 0.1442, 0.2766, 0.3270, 0.3313, 0.3303, 0.3376]}